No. 1
Entry from OMol25: the ion C3H9OS with charge +1 (ωB97M-V/def2-TZVPD).

XYZ file:
```
14
Properties=species:S:1:pos:R:3:forces:R:3:lowdin_charge:R:1
C 1.743 -0.538 -0.298 0.0 0.0 0.1 -0.0748
C 0.658 0.084 0.596 0.0 -0.1 -0.2 -0.2609
C -0.323 0.978 -0.184 0.2 0.2 0.1 -0.3653
S -2.039 0.541 -0.026 -0.1 -0.2 -0.1 1.1682
O -1.977 -0.972 -0.553 -0.2 0.0 0.2 -0.3016
H 1.523 -1.579 -0.524 -0.1 0.0 -0.1 0.0832
H 2.708 -0.511 0.201 0.0 0.0 0.0 0.0838
H 1.855 -0.001 -1.240 0.0 0.0 0.0 0.0784
H 1.108 0.689 1.380 0.0 0.0 0.0 0.1167
H 0.106 -0.717 1.091 0.0 0.0 0.1 0.0994
H -0.329 2.016 0.169 0.0 0.0 -0.1 0.1108
H -0.136 1.007 -1.259 -0.1 0.0 0.0 0.1065
H -2.024 0.345 1.315 0.0 0.0 0.0 0.0465
H -2.872 -1.342 -0.670 0.1 0.1 -0.1 0.1090
```
Positions in Å, forces in eV/Å.

Computed properties:
HOMO level (eV): -16.1
2S+1: 1
Total charge: +1
Gap between HOMO and LUMO (eV): 11.43
LUMO level (eV): -4.64


No. 2
Entry from OMol25: a structure of composition C28H27F7LuNO4 in a non-equilibrium geometry (ωB97M-V/def2-TZVPD).

XYZ file:
```
68
Properties=species:S:1:pos:R:3:forces:R:3:lowdin_charge:R:1
Lu 0.011 -0.039 0.695 -1.8 -1.6 0.1 1.6138
C 0.217 6.929 -0.680 0.1 -0.1 0.0 -0.1016
O 1.573 6.546 -0.564 0.0 0.0 0.0 -0.0974
C 1.837 5.217 -0.359 0.0 0.0 0.0 -0.2880
C 3.208 4.901 -0.220 -0.1 0.0 0.0 -0.0422
C 3.552 3.595 -0.014 0.0 0.0 0.0 -0.0536
C 2.605 2.555 0.067 0.0 -0.1 0.0 -0.0978
C 3.035 1.191 0.301 0.0 0.1 0.0 -0.3595
C 4.516 0.872 0.389 0.0 0.0 0.0 -0.0123
O 2.259 0.245 0.441 0.8 0.1 -0.1 -0.0837
C 1.212 2.872 -0.076 0.0 0.0 0.0 -0.3325
O 0.276 2.014 -0.033 0.1 0.4 -0.1 -0.1653
C 0.872 4.247 -0.291 0.1 0.0 0.0 0.0549
H 0.216 8.010 -0.808 0.0 0.0 0.0 0.0818
H -0.348 6.667 0.218 0.0 0.0 0.0 0.0929
H -0.258 6.459 -1.544 0.0 0.0 0.0 0.0930
H 3.946 5.690 -0.277 0.0 0.0 0.0 0.0989
H 4.602 3.356 0.100 0.0 0.0 0.0 0.0977
H 4.965 1.372 1.249 0.0 0.0 0.0 0.0830
H 5.048 1.196 -0.507 0.0 0.0 0.0 0.0805
H 4.617 -0.204 0.505 0.0 0.0 0.0 0.0830
H -0.180 4.457 -0.398 -0.1 0.0 0.0 0.1099
C -3.487 1.190 -1.969 0.0 0.0 0.0 -0.0974
C -2.842 0.017 -2.712 0.1 0.0 -0.1 -0.3975
C -1.386 0.354 -3.049 0.0 0.0 0.1 -0.0876
C -3.049 -1.298 -1.985 0.0 0.0 -0.1 -0.1777
C -3.656 -2.329 -2.680 -0.1 0.0 0.0 -0.1185
C -4.045 -3.524 -2.073 0.1 0.1 0.1 -0.1735
C -3.874 -3.599 -0.689 0.0 0.1 0.0 -0.1156
C -3.269 -2.601 0.058 0.0 -0.1 0.0 -0.1680
C -3.258 -2.770 1.567 0.0 -0.1 0.0 -0.3959
C -3.752 -1.524 2.307 0.0 0.0 0.0 -0.0966
C -1.916 -3.238 2.137 0.0 0.1 0.0 -0.0814
C -2.666 -1.445 -0.588 -0.1 0.1 -0.1 -0.3641
N -1.895 -0.578 0.032 1.1 0.1 0.2 -0.1795
H -3.401 2.114 -2.554 0.0 0.0 0.0 0.0573
H -2.991 1.322 -1.005 0.0 0.0 0.0 0.0521
H -4.545 0.992 -1.784 0.0 0.0 0.0 0.0685
H -3.372 -0.094 -3.668 0.0 0.0 0.0 0.1066
H -0.840 0.592 -2.135 -0.1 0.0 -0.1 0.0294
H -1.337 1.223 -3.716 0.0 0.0 0.0 0.0626
H -0.890 -0.486 -3.539 0.0 0.0 0.0 0.0701
H -3.867 -2.181 -3.740 0.0 0.0 0.0 0.0831
H -4.517 -4.323 -2.633 0.0 0.0 0.0 0.0543
H -4.253 -4.472 -0.158 0.0 0.0 0.0 0.0850
H -3.984 -3.570 1.770 0.0 0.0 0.0 0.1053
H -3.092 -0.683 2.094 0.0 0.0 0.0 0.0382
H -3.775 -1.703 3.389 0.0 0.0 0.0 0.0592
H -4.761 -1.260 1.979 0.0 0.0 0.0 0.0676
H -1.153 -2.466 2.039 -0.1 -0.1 0.0 0.0239
H -1.560 -4.125 1.609 0.0 0.0 0.0 0.0721
H -2.020 -3.486 3.202 0.0 0.0 0.0 0.0623
F 3.314 -4.608 -3.609 0.0 0.0 0.1 0.0609
C 2.679 -4.024 -2.561 0.0 0.0 -0.1 -0.1672
C 2.467 -4.719 -1.384 0.0 -0.1 0.0 -0.1579
F 2.906 -5.996 -1.288 0.0 0.1 0.0 0.0750
C 1.823 -4.135 -0.312 0.0 -0.1 0.1 -0.1349
F 1.664 -4.870 0.809 0.0 0.1 -0.1 0.0802
C 1.344 -2.804 -0.339 -0.1 0.1 0.1 -0.3121
O 0.757 -2.236 0.641 0.2 0.4 -0.2 -0.1513
C 1.585 -2.146 -1.567 0.0 0.1 0.0 -0.1305
F 1.152 -0.866 -1.668 0.0 -0.1 -0.1 0.0476
C 2.226 -2.718 -2.642 0.0 0.1 -0.1 -0.1538
F 2.419 -2.016 -3.777 0.0 -0.1 0.1 0.0874
F -1.092 1.048 2.647 -0.1 0.2 0.3 -0.2050
C -0.125 0.054 3.068 0.1 0.2 -0.6 -0.2703
F 1.095 0.844 2.823 0.1 0.1 0.6 -0.2133
H -0.213 0.031 4.156 0.0 0.0 0.0 0.0458
```
Positions in Å, forces in eV/Å.

Computed properties:
HOMO level (eV): 0.2
2S+1: 1
Total charge: -2
Gap between HOMO and LUMO (eV): 3.89
LUMO level (eV): 4.12


No. 3
Entry from OMol25: the molecule C5H4O in a non-equilibrium geometry (ωB97M-V/def2-TZVPD).

XYZ file:
```
10
Properties=species:S:1:pos:R:3:forces:R:3:lowdin_charge:R:1
O 2.417 -0.018 -0.110 1.0 2.3 0.4 0.1365
C 1.226 0.171 0.005 0.6 -4.0 -0.9 -0.4720
C 0.258 1.192 0.044 -2.5 5.0 0.1 -0.0409
C -1.024 0.681 -0.251 1.4 0.0 3.4 -0.0154
C -0.945 -0.791 0.059 4.9 -0.5 -1.6 -0.0095
C 0.464 -1.056 -0.028 -8.1 1.8 1.2 -0.0079
H 0.623 2.215 0.456 -1.3 -1.5 -1.5 0.1459
H -2.066 1.064 -0.228 1.3 0.8 -0.4 0.1112
H -1.768 -1.499 0.212 0.4 0.4 -0.4 0.0997
H 0.817 -1.959 -0.160 2.2 -4.4 -0.3 0.0524
```
Positions in Å, forces in eV/Å.

Computed properties:
HOMO level (eV): -8.7
2S+1: 1
Gap between HOMO and LUMO (eV): 7.36
Structure (SMILES): O=C1C=CC=C1
LUMO level (eV): -1.38


Number 1: total energy -592.815137 Ha. Number 2: total energy -3373.554042 Ha. Number 3: total energy -268.030322 Ha.